# 1
ORCA calculation (ωB97M-V/def2-TZVPD) on the molecule C3H6O2.

Each line ends with the natural charge from an NBO analysis.
CARTESIAN COORDINATES (ANGSTROEM)
O  1.512  -0.800  0.426  -0.699
C  0.222  -0.275  0.609  0.049
C  -0.060  1.142  0.073  -0.089
O  -0.969  0.640  -0.915  -0.533
C  -0.789  -0.709  -0.460  -0.088
H  1.852  -0.500  -0.429  0.464
H  -0.023  -0.456  1.658  0.187
H  -0.554  1.841  0.758  0.182
H  0.817  1.635  -0.368  0.171
H  -1.738  -1.173  -0.166  0.183
H  -0.271  -1.344  -1.187  0.173

## Properties
Strongest force on any atom   0.4 eV Å⁻¹
Total energy   -7301.664 eV
ΔE to the lowest compared entry with this formula, charge and spin   2.015 eV
Molecular weight   74.1 g/mol
Total charge   0
2S+1   1
SMILES   OC1COC1

---

# 2
ORCA calculation (ωB97M-V/def2-TZVPD) on the molecule C22H20N2O4 at a distorted geometry.

Each line ends with the natural charge from an NBO analysis.
CARTESIAN COORDINATES (ANGSTROEM)
O  -5.156  0.246  2.282  -0.585
O  -2.347  4.444  1.142  -0.604
N  2.882  -0.881  -2.306  -0.435
O  -2.070  5.019  3.349  -0.492
O  0.536  -2.496  0.061  -0.517
C  -4.128  0.908  2.304  0.694
C  -2.325  4.149  2.344  0.800
C  2.182  -1.874  -1.707  0.205
C  -2.398  -3.151  2.124  -0.175
C  -1.216  -3.306  1.392  -0.297
C  -2.959  -1.899  2.303  -0.280
C  -1.142  -0.936  1.042  -0.383
C  5.344  -0.515  -4.959  -0.197
C  2.307  -3.241  -2.083  -0.259
C  5.518  -1.850  -5.370  -0.220
C  -0.577  -2.214  0.810  0.403
C  -2.325  -0.759  1.781  0.259
C  4.403  -0.217  -3.940  -0.219
C  3.140  -3.633  -3.129  -0.123
C  4.782  -2.872  -4.780  -0.173
C  3.700  -1.230  -3.330  0.214
C  3.839  -2.582  -3.784  -0.128
N  -2.809  0.542  1.985  -0.465
C  -1.984  6.353  2.929  -0.266
C  1.242  -1.416  -0.594  -0.102
C  -4.169  2.398  2.611  -0.485
C  -1.880  1.670  2.123  -0.194
C  -2.693  2.771  2.833  -0.333
H  -2.883  -4.030  2.476  0.217
H  -0.819  -4.304  1.268  0.220
H  -3.881  -1.797  2.901  0.242
H  -0.689  -0.066  0.633  0.215
H  5.878  0.283  -5.461  0.216
H  1.704  -3.944  -1.563  0.231
H  6.319  -2.036  -6.107  0.217
H  4.284  0.837  -3.608  0.229
H  3.327  -4.657  -3.469  0.223
H  4.977  -3.869  -5.046  0.208
H  -1.030  6.425  2.395  0.192
H  -2.000  7.011  3.805  0.198
H  -2.778  6.644  2.243  0.200
H  1.829  -0.833  0.123  0.201
H  0.557  -0.721  -1.048  0.200
H  -4.771  2.611  3.517  0.243
H  -4.645  2.893  1.745  0.252
H  -1.544  2.012  1.119  0.214
H  -1.038  1.386  2.738  0.209
H  -2.493  2.728  3.902  0.230

## Properties
Strongest force on any atom   3.4 eV Å⁻¹
Total energy   -34308.918 eV
ΔE to the lowest compared entry with this formula, charge and spin   1.459 eV
Molecular weight   376.4 g/mol
Total charge   0
2S+1   1
SMILES   COC(=O)[C@H]1CC(=O)N(c2cccc(OCc3ccc4ccccc4n3)c2)C1

---

# 3
ORCA calculation (ωB97M-V/def2-TZVPD) on a structure of composition C43H35BN12OPSr at a distorted geometry.

Each line ends with the Löwdin spin population.
CARTESIAN COORDINATES (ANGSTROEM)
Sr  -0.525  0.098  0.182  -0.001
C  2.452  3.190  2.064  0.000
C  1.767  2.608  0.994  0.000
N  1.117  1.523  1.388  0.000
N  1.358  1.381  2.721  0.000
C  2.164  2.378  3.140  0.000
B  0.769  0.112  3.406  0.000
N  -0.825  0.153  3.394  0.000
C  -1.574  0.643  4.403  0.000
C  -2.905  0.503  4.082  0.000
C  -2.886  -0.101  2.821  0.000
N  -1.641  -0.306  2.408  0.000
N  1.313  -1.159  2.685  0.000
C  2.302  -1.962  3.132  0.000
C  2.617  -2.868  2.145  0.000
C  1.762  -2.532  1.091  0.000
N  0.989  -1.505  1.412  0.000
N  1.135  -0.016  4.883  0.000
C  0.735  -1.042  5.675  0.000
C  1.183  -0.799  6.948  0.000
C  1.857  0.433  6.839  0.000
N  1.823  0.899  5.605  0.000
H  3.068  4.071  2.064  0.000
H  1.704  2.918  -0.039  0.000
H  2.468  2.424  4.169  0.000
H  -1.099  1.039  5.286  0.000
H  -3.755  0.781  4.679  0.000
H  -3.710  -0.396  2.189  0.000
H  2.712  -1.824  4.117  0.000
H  3.357  -3.647  2.183  0.000
H  1.681  -2.974  0.109  0.000
H  0.161  -1.859  5.270  0.000
H  1.044  -1.414  7.819  0.000
H  2.364  0.997  7.605  0.000
C  -4.009  -5.668  -1.885  0.000
C  -4.296  -4.757  -2.891  0.000
C  -3.541  -3.601  -3.023  0.000
C  -2.491  -3.342  -2.146  0.000
C  -2.222  -4.256  -1.127  0.000
C  -2.969  -5.417  -1.001  0.000
P  -1.433  -1.858  -2.213  0.000
C  -2.421  -0.719  -3.238  0.001
C  -2.048  -0.332  -4.522  0.005
C  -2.809  0.593  -5.223  0.000
C  -3.955  1.126  -4.654  0.001
C  -4.339  0.739  -3.378  0.000
C  -3.570  -0.172  -2.670  0.002
C  -0.034  -2.388  -3.295  0.000
C  -0.268  -3.420  -4.169  0.000
C  0.767  -4.055  -4.887  0.000
C  2.058  -3.695  -4.658  0.000
C  2.366  -2.643  -3.760  0.001
C  3.719  -2.322  -3.486  -0.002
C  4.044  -1.329  -2.611  0.000
C  3.023  -0.544  -2.046  -0.002
C  1.721  -0.807  -2.348  0.004
C  1.318  -1.927  -3.131  0.002
H  -4.600  -6.570  -1.785  0.000
H  -5.111  -4.947  -3.579  0.000
H  -3.773  -2.894  -3.810  0.000
H  -1.420  -4.056  -0.424  0.000
H  -2.744  -6.118  -0.207  0.000
H  -1.144  -0.730  -4.964  0.001
H  -2.488  0.912  -6.206  0.000
H  -4.541  1.853  -5.202  0.000
H  -5.231  1.157  -2.925  0.000
H  -3.875  -0.459  -1.668  0.000
H  -1.276  -3.794  -4.295  0.000
H  0.524  -4.851  -5.578  0.000
H  2.874  -4.205  -5.157  0.000
H  4.489  -2.895  -3.986  0.000
H  5.078  -1.102  -2.394  0.000
H  3.253  0.311  -1.425  0.000
O  0.754  0.027  -1.823  0.049
N  0.096  1.122  -2.530  0.433
C  0.626  1.467  -3.742  0.204
C  1.785  1.041  -4.413  0.049
N  2.738  0.735  -4.998  0.133
C  -0.183  2.457  -4.365  0.036
N  -0.842  3.259  -4.872  0.083
C  -4.830  5.480  -0.098  0.000
C  -3.791  4.398  -0.076  0.000
C  -3.254  3.868  -1.239  0.000
C  -2.291  2.874  -1.159  0.000
N  -1.847  2.378  -0.002  0.001
C  -2.356  2.898  1.124  0.000
C  -3.314  3.890  1.133  0.000
H  -5.143  5.712  -1.114  0.000
H  -4.436  6.392  0.353  0.000
H  -5.708  5.184  0.477  0.000
H  -3.565  4.221  -2.214  0.000
H  -1.851  2.456  -2.056  0.000
H  -1.969  2.505  2.059  0.000
H  -3.680  4.268  2.079  0.000

## Properties
Strongest force on any atom   1.1 eV Å⁻¹
Total energy   -75891.331 eV
ΔE to the lowest compared entry with this formula, charge and spin   0.240 eV
Molecular weight   865.2 g/mol
Total charge   0
2S+1   2

---

# 4
ORCA calculation (ωB97M-V/def2-TZVPD) on a cluster of 3 separate species, C4H9NOS in total at a distorted geometry.

Each line ends with the natural charge from an NBO analysis.
CARTESIAN COORDINATES (ANGSTROEM)
O  1.442  1.556  -1.089  -0.420
C  1.146  0.398  -1.151  0.319
C  0.041  -0.064  -1.998  0.197
C  -0.393  1.846  1.458  -0.401
C  -0.728  0.895  2.329  -0.377
S  0.524  -2.551  1.022  -0.871
N  -0.500  -1.217  -1.803  -0.625
H  1.693  -0.389  -0.606  0.197
H  -0.324  0.534  -2.828  0.220
H  0.180  1.673  0.561  0.176
H  -0.595  2.885  1.698  0.189
H  -0.309  -0.096  2.206  0.211
H  -1.635  0.966  2.914  0.197
H  0.985  -3.332  0.030  0.091
H  -1.510  -1.288  -1.631  0.451
H  -0.016  -1.815  -1.114  0.445

## Properties
Strongest force on any atom   2.5 eV Å⁻¹
Total energy   -18661.705 eV
ΔE to the lowest compared entry with this formula, charge and spin   5.821 eV
Molecular weight   119.2 g/mol
Total charge   0
2S+1   1

---

# 5
ORCA calculation (ωB97M-V/def2-TZVPD) on a cluster of 2 separate species, C5H6O2 in total at a distorted geometry.

Each line ends with the natural charge from an NBO analysis.
CARTESIAN COORDINATES (ANGSTROEM)
C  -2.522  1.050  0.366  -0.177
C  -1.464  0.848  -0.158  -0.125
C  1.695  -0.484  1.305  -0.188
C  1.004  -1.110  0.132  0.059
C  -0.407  0.583  -1.000  0.105
O  0.768  -1.587  1.371  -0.485
O  -0.531  0.215  -2.293  -0.646
H  -3.381  1.474  0.758  0.229
H  2.799  -0.794  1.357  0.175
H  1.407  0.403  1.879  0.198
H  1.615  -1.852  -0.452  0.171
H  0.457  1.240  -0.814  0.203
H  -1.440  0.016  -2.449  0.482

## Properties
Strongest force on any atom   3.9 eV Å⁻¹
Total energy   -9370.049 eV
ΔE to the lowest compared entry with this formula, charge and spin   7.047 eV
Molecular weight   98.1 g/mol
Total charge   0
2S+1   1